1.
Entry from the OMol25 dataset: a molecular structure, C32H32BrClMnN5O2 in a non-equilibrium geometry (ωB97M-V/def2-TZVPD).

Properties
Kohn-Sham gap (spin up / spin down) in eV: 7.04 / 7.10
Total charge: +1
Electronic energy in Ha: -5847.90560
<S²>: 1.174
Lowest unoccupied orbital energy (spin up / spin down) in eV: -3.501 / -3.535
Energy relative to the best compared isomer or geometry (same formula, charge and spin) in kcal per mole: 0.9
Multiplicity: 2

Atoms and positions in Å:
Mn1 -0.18031 0.24970 -0.06841
Br1 -3.86819 -3.89287 4.72757
C1 -3.12675 -2.58763 3.58243
C2 -3.72240 -1.32323 3.48127
C3 -3.17725 -0.35531 2.67436
C4 -2.01845 -0.60823 1.92711
O1 -1.51000 0.33635 1.16590
C5 -1.43023 -1.88813 2.02071
C6 -0.25500 -2.27845 1.29317
N1 0.41183 -1.54175 0.51566
C7 1.56924 -1.99814 -0.19702
C8 2.16191 -3.20891 -0.11281
C9 3.29639 -3.51957 -0.90751
C10 3.82305 -2.61283 -1.76722
C11 3.23080 -1.33065 -1.87488
C12 3.68747 -0.32634 -2.75470
C13 3.04693 0.86702 -2.80456
C14 1.93431 1.08168 -1.96318
N2 1.47698 0.18304 -1.13641
C15 2.11216 -1.03637 -1.08319
C16 -2.00617 -2.86521 2.86656
H1 -4.61846 -1.11023 4.05198
H2 -3.62040 0.63196 2.61006
H3 0.06795 -3.31035 1.43332
H4 1.77856 -3.96284 0.56757
H5 3.74586 -4.50240 -0.82500
H6 4.68890 -2.85729 -2.37392
H7 4.55119 -0.51941 -3.38502
H8 3.37049 1.65021 -3.47411
H9 1.41137 2.02512 -1.97424
H10 -1.53755 -3.84258 2.95328
C17 -6.20123 1.43406 -5.08863
C18 -5.20418 0.87847 -4.05636
C19 -3.79774 1.29128 -4.52729
C20 -5.46869 1.57339 -2.71238
C21 -5.33572 -0.68193 -3.96354
O2 -4.65897 -1.30224 -5.06423
C22 -6.78230 -1.23043 -4.00838
C23 -7.81798 -0.87865 -2.92641
C24 -7.47886 -1.37154 -1.53445
C25 -7.41476 -0.49435 -0.45767
C26 -7.07095 -0.93432 0.81736
C27 -6.79365 -2.27263 1.01778
Cl1 -6.33669 -2.82851 2.60002
C28 -6.88041 -3.17601 -0.02957
C29 -7.22619 -2.72041 -1.29429
C30 -4.68627 -1.31840 -2.72914
N3 -3.24875 -1.08886 -2.49328
C31 -2.71151 -0.34320 -1.53595
N4 -1.39840 -0.38868 -1.63321
C32 -1.17825 -1.20687 -2.70408
N5 -2.27499 -1.66056 -3.25950
H11 -6.02358 2.50567 -5.22027
H12 -7.24184 1.31165 -4.77650
H13 -6.08238 0.96772 -6.07586
H14 -3.79122 2.37183 -4.70515
H15 -3.51167 0.79163 -5.45148
H16 -3.02395 1.08195 -3.78245
H17 -5.42085 2.65745 -2.85559
H18 -4.71847 1.31772 -1.95615
H19 -6.45109 1.34305 -2.30003
H20 -5.09118 -1.03728 -5.88452
H21 -6.66831 -2.31669 -4.05647
H22 -7.20488 -0.93777 -4.97108
H23 -8.76295 -1.33089 -3.24060
H24 -8.00384 0.19522 -2.89483
H25 -7.63375 0.55897 -0.60796
H26 -7.02277 -0.24214 1.65015
H27 -6.68005 -4.22651 0.14735
H28 -7.29140 -3.43666 -2.11194
H29 -4.80990 -2.39156 -2.84226
H30 -5.19046 -1.00367 -1.82100
H31 -3.27088 0.17908 -0.77256
H32 -0.19168 -1.47171 -3.06114

---

2.
Entry from the OMol25 dataset: C4H5NO in the gas phase (ωB97M-V/def2-TZVPD).

Properties
SMILES: C#CCNC=O
Kohn-Sham gap in eV: 10.82
Total charge: 0
Electronic energy in Ha: -285.35155
Lowest unoccupied orbital energy in eV: 0.858
Energy relative to the best compared isomer or geometry (same formula, charge and spin) in kcal per mole: 39.6

Atoms and positions in Å:
C1 1.59357 -2.10687 -0.46550
C2 1.12898 -0.99651 -0.42093
C3 0.55756 0.35398 -0.36682
N1 -0.45126 0.47283 0.67014
C4 -1.65177 1.05929 0.41956
O1 -1.95056 1.59345 -0.62906
H1 2.00654 -3.09069 -0.51570
H2 0.04842 0.59748 -1.30397
H3 1.35599 1.09478 -0.22635
H4 -0.29682 0.01745 1.55506
H5 -2.34065 1.00482 1.28358

---

3.
Entry from the OMol25 dataset: a molecular structure, C33H44N4P2Tc in a non-equilibrium geometry (ωB97M-V/def2-TZVPD).

Properties
Kohn-Sham gap (spin up / spin down) in eV: 5.36 / 2.55
Total charge: +2
Electronic energy in Ha: -2265.52742
<S²>: 3.819
Lowest unoccupied orbital energy (spin up / spin down) in eV: -6.720 / -9.533
Multiplicity: 4

Atoms and positions in Å:
Tc1 0.24155 -0.81963 2.16747
C1 -1.32433 1.12893 3.17080
C2 -1.65317 0.32822 2.05806
C3 -1.58594 0.92709 0.66184
C4 -0.16883 1.29653 0.17568
C5 1.02189 0.62605 0.81291
C6 1.45790 0.91605 2.13863
C7 1.03420 2.15921 2.90266
C8 -0.49928 2.35772 3.08086
C9 1.52936 -2.37620 2.19832
H1 -1.72755 0.83702 4.14385
H2 -2.53451 -0.31218 2.21683
H3 -2.25785 1.80221 0.57329
H4 -2.03473 0.15620 0.00058
H5 -0.13316 1.07826 -0.90888
H6 -0.05622 2.39619 0.22029
H7 1.81989 0.32135 0.10517
H8 2.50264 0.64699 2.33766
H9 1.49416 3.03684 2.41484
H10 1.50387 2.13405 3.90471
H11 -0.66621 2.98276 3.98276
H12 -0.86200 2.94383 2.22725
H13 0.94873 -3.16889 2.67959
H14 2.44272 -2.25559 2.77866
H15 1.74709 -2.67955 1.17926
P1 1.45438 -0.80109 -2.02293
P2 -2.24315 0.12089 -2.23584
N1 2.81581 0.19791 -2.48401
N2 2.08200 -2.21980 -3.15011
N3 -2.28001 1.58273 -3.15197
N4 -3.73863 -0.57744 -2.88019
C10 0.33927 -0.15212 -3.33151
C11 -1.06704 -0.78531 -3.30133
C12 4.04727 0.05031 -1.81737
C13 4.99981 0.83093 -2.46224
C14 4.36157 1.44228 -3.58380
C15 3.04029 1.02363 -3.58982
C16 2.35794 -3.49519 -2.67365
C17 2.77911 -4.30714 -3.72596
C18 2.79614 -3.49754 -4.90553
C19 2.37879 -2.21572 -4.51555
C20 -2.63461 2.80807 -2.54849
C21 -2.40742 3.82698 -3.45881
C22 -1.95774 3.22571 -4.68590
C23 -1.90227 1.86291 -4.47393
C24 -4.59371 -0.16153 -3.92206
C25 -5.37061 -1.23149 -4.31114
C26 -4.98883 -2.36066 -3.50598
C27 -3.99208 -1.94468 -2.64448
H16 0.79627 -0.40121 -4.30416
H17 0.30877 0.94327 -3.23791
H18 -1.48609 -0.78789 -4.32985
H19 -1.03960 -1.82453 -2.93009
H20 4.11647 -0.60873 -0.96369
H21 6.03743 0.93435 -2.18622
H22 4.81119 2.09830 -4.31981
H23 2.24048 1.23938 -4.29549
H24 2.21625 -3.71952 -1.61906
H25 3.01054 -5.36092 -3.67825
H26 3.04045 -3.79682 -5.90912
H27 2.26349 -1.33884 -5.12894
H28 -3.00950 2.81354 -1.53537
H29 -2.49007 4.89494 -3.27212
H30 -1.67386 3.73932 -5.59958
H31 -1.60016 1.07728 -5.15629
H32 -4.59543 0.85461 -4.28260
H33 -6.14104 -1.21732 -5.07215
H34 -5.41258 -3.35803 -3.55792
H35 -3.42739 -2.48440 -1.90532
C28 0.96173 1.05547 7.15138
C29 0.29200 -0.28484 6.80298
C30 0.87440 -1.32231 7.76189
C31 -1.21995 -0.20205 7.04928
C32 0.49927 -0.65854 5.37153
C33 0.43950 -0.83277 4.13932
H36 0.54329 1.43269 8.09711
H37 0.79829 1.82222 6.38752
H38 2.04222 0.92423 7.29293
H39 0.65789 -1.07165 8.80796
H40 0.46075 -2.31649 7.57250
H41 1.96318 -1.38098 7.65924
H42 -1.71057 0.38227 6.26614
H43 -1.65760 -1.20882 7.06887
H44 -1.42650 0.27864 8.01483

---

- Number 1 is which compound?
  C32H32BrClMnN5O2

---

- Which of these has the highest total charge?
  C33H44N4P2Tc

---

- The highest electronic energy belongs to which entry?
  C4H5NO

---

- Which formula does entry 2 have?
  C4H5NO